1.
{
  "formula": "C6H13N",
  "method": "wB97M-V/def2-TZVPD",
  "e_tot_ha": -291.05578,
  "spin_multiplicity": 2,
  "homo_lumo_gap_ev": [2.81, 6.67],
  "total_charge": -1,
  "e_lumo_ev": [3.9283, 3.7137],
  "s_squared": 0.753,
  "de_lowest_ev": 1.321,
  "elements": ["H", "C", "C", "H", "H", "H", "C", "H", "H", "H", "H", "H", "C", "H", "C", "N", "H", "H", "H", "C"],
  "xyz": [[-1.963446, 1.289960, 1.108732], [-3.489699, 0.649344, -0.274540], [2.543896, 0.832414, 0.191874], [0.145177, 1.174307, -0.662827], [-3.766352, 0.269671, -1.250525], [3.258616, 0.689760, 0.997502], [-2.184173, 0.712120, 0.211857], [-1.642596, -1.067881, -0.796958], [0.394740, -0.366801, -1.553299], [2.699986, -1.615737, -0.568429], [-4.304514, 0.874837, 0.429839], [1.038811, -0.147272, 1.345006], [-1.161801, -0.408348, -0.070044], [-1.096743, -1.047242, 0.826493], [0.206791, 0.090576, -0.572437], [1.980010, -1.566841, 0.130029], [2.083877, 1.821439, 0.297730], [2.989344, 0.818296, -0.804938], [2.232223, -1.946198, 1.019300], [1.403520, -0.218206, 0.313332]],
  "atomic_forces_ev_per_a": [[-0.2, -0.2, 0.2], [-0.2, 0.2, 0.9], [-1.4, 0.2, -0.1], [-0.1, 0.0, -0.3], [0.1, -0.2, 0.0], [0.3, -0.1, -0.1], [0.6, -0.9, -0.5], [0.2, 0.1, -0.1], [0.1, 0.4, -0.1], [0.3, 0.1, 0.1], [-0.1, 0.3, -0.5], [0.1, -0.2, 0.0], [-1.0, 0.9, -0.3], [0.4, 0.1, 0.2], [0.3, -0.7, -0.1], [-1.5, 0.2, 0.1], [0.2, 0.1, 0.1], [0.3, -0.2, 0.1], [0.6, -0.4, 0.2], [1.1, 0.2, 0.1]],
  "mulliken_spin": [-0.129, 0.288, 0.201, -0.299, 0.012, -0.001, 0.688, -0.147, 0.171, -0.042, -0.036, 0.056, 0.041, 0.160, 0.084, 0.042, -0.067, -0.045, -0.106, 0.131]
}

2.
{
  "formula": "C6H13N",
  "method": "wB97M-V/def2-TZVPD",
  "e_tot_ha": -291.08688,
  "homo_lumo_gap_ev": 9.55,
  "total_charge": 0,
  "e_lumo_ev": 1.1408,
  "de_lowest_ev": 1.956,
  "smiles": "CCN1CCCC1",
  "elements": ["C", "H", "H", "H", "H", "H", "C", "C", "H", "H", "H", "N", "H", "H", "C", "H", "C", "C", "H", "H"],
  "xyz": [[0.301110, 2.064598, 1.649944], [1.312220, 2.316372, 1.364694], [-0.246414, 2.726552, 0.997195], [-1.925374, 0.481740, -0.247398], [1.015106, -2.135421, -1.649297], [-1.427752, -0.739212, -2.250935], [-0.901924, -1.154406, -1.448410], [-0.125081, 0.591484, 1.538172], [1.528227, -1.170478, 0.325966], [-1.541501, -1.129715, 0.674535], [0.832975, -0.719740, -2.586719], [0.057321, 0.324009, 0.120499], [-1.225109, 0.562917, 1.915226], [0.557651, -0.096225, 2.182045], [0.650525, -1.154362, -1.597791], [0.255319, 2.377756, 2.660803], [1.260000, -0.464950, -0.387555], [-1.218851, -0.380193, -0.116747], [1.886772, 0.472828, -0.601345], [-1.218049, -2.228464, -1.453950]],
  "atomic_forces_ev_per_a": [[0.5, -0.2, 0.6], [0.7, -0.7, -0.2], [-0.8, -0.1, 0.0], [-0.1, -1.3, 0.2], [0.5, -1.5, -0.1], [-0.4, 0.9, -1.4], [0.2, -1.6, 1.8], [1.9, 1.8, 1.3], [1.3, -1.1, 1.4], [0.4, 1.0, -0.6], [0.6, 0.3, 0.4], [-2.1, -2.0, 0.9], [2.0, -0.4, -0.8], [-1.3, 1.0, -0.7], [-0.9, 1.2, -1.0], [-0.4, 0.7, 1.2], [-2.7, 4.3, -1.0], [0.5, -1.0, -2.5], [0.3, -2.3, 0.3], [-0.1, 0.8, 0.4]],
  "nbo_charge": [-0.611, 0.200, 0.209, 0.206, 0.204, 0.206, -0.411, -0.222, 0.180, 0.167, 0.212, -0.460, 0.204, 0.179, -0.420, 0.192, -0.234, -0.227, 0.226, 0.199]
}

3.
{
  "formula": "C6H13N",
  "method": "wB97M-V/def2-TZVPD",
  "e_tot_ha": -291.15613,
  "homo_lumo_gap_ev": 9.89,
  "total_charge": 0,
  "e_lumo_ev": 1.2239,
  "de_lowest_ev": 0.071,
  "smiles": "C[C@H]1CCCN1C",
  "elements": ["H", "H", "C", "H", "C", "H", "H", "H", "C", "H", "N", "C", "H", "H", "H", "C", "C", "H", "H", "H"],
  "xyz": [[0.790478, 2.008561, 0.844043], [-2.180711, -1.116626, 0.885168], [-0.735897, -0.079857, -0.274159], [-0.271985, -2.433402, 0.850975], [-2.035982, -0.105325, 0.493805], [1.439017, -2.225680, 1.152152], [-1.978872, 0.553012, 1.371407], [-0.175583, 1.227700, -1.941639], [0.985427, 1.614264, -0.155968], [1.578953, 2.339023, -0.703850], [0.424400, -0.496912, 0.567427], [1.566026, 0.235202, -0.001927], [-1.101227, 2.040839, -0.689267], [-2.898345, 0.179437, -0.098658], [-0.804729, -0.794449, -1.107080], [-0.334422, 1.289459, -0.866530], [0.627284, -1.934788, 0.490134], [1.847679, -0.174405, -0.986222], [0.858565, -2.281284, -0.522650], [2.399925, 0.155229, 0.692839]],
  "atomic_forces_ev_per_a": [[0.0, 0.1, -0.1], [-0.2, 0.1, -0.1], [0.4, -0.1, -0.4], [0.0, -0.1, -0.1], [0.3, -0.2, 0.8], [0.1, 0.0, 0.0], [0.0, 0.0, -0.2], [0.0, -0.1, 0.0], [-0.3, 0.3, 0.0], [0.2, 0.0, -0.1], [-0.1, 0.0, -0.9], [-0.2, -0.3, 0.5], [-0.1, 0.1, 0.0], [-0.1, 0.0, -0.2], [-0.1, 0.0, -0.1], [-0.1, 0.1, 0.5], [-0.2, 0.2, 0.6], [0.1, 0.0, 0.0], [0.0, 0.0, -0.2], [0.2, 0.1, -0.1]],
  "nbo_charge": [0.207, 0.206, -0.053, 0.198, -0.609, 0.200, 0.210, 0.204, -0.407, 0.211, -0.428, -0.224, 0.209, 0.210, 0.165, -0.410, -0.412, 0.157, 0.163, 0.203]
}

4.
{
  "formula": "C6H13N",
  "method": "wB97M-V/def2-TZVPD",
  "e_tot_ha": -291.08337,
  "homo_lumo_gap_ev": 10.48,
  "total_charge": 0,
  "e_lumo_ev": 1.1882,
  "de_lowest_ev": 2.051,
  "smiles": "CCCN1C[C@H]1C",
  "elements": ["C", "H", "H", "C", "H", "N", "H", "H", "H", "C", "C", "C", "H", "H", "C", "H", "H", "H", "H", "H"],
  "xyz": [[0.036500, -0.572269, -1.483184], [-0.001344, -2.604103, -2.223422], [-0.864701, 2.266219, 0.046083], [0.147733, 1.040821, 1.402795], [0.514876, -1.932128, 0.131183], [0.882608, 0.047363, 0.700993], [-0.577745, -1.406557, -3.393171], [0.632242, 3.101845, 0.438369], [0.411794, -0.814787, 2.588650], [0.076635, -0.936791, -0.001477], [0.991791, 0.014377, 2.138850], [-0.576089, -1.677115, -2.333221], [-0.676359, 2.979283, 1.636253], [1.913237, 0.211545, 2.666403], [-0.136603, 2.440904, 0.858026], [-1.610388, -1.889420, -2.038371], [1.067800, -0.375944, -1.796699], [-0.771288, 0.693379, 1.875582], [-0.949869, -0.957707, 0.413249], [-0.510829, 0.371085, -1.626893]],
  "atomic_forces_ev_per_a": [[0.0, 0.0, 0.0], [-0.1, 0.1, 0.0], [0.2, 0.1, 0.3], [-0.8, -0.1, 0.7], [0.0, 0.0, -0.1], [-0.2, 0.1, -0.1], [0.0, -0.1, 0.1], [0.3, -0.6, 0.4], [0.1, 0.7, 0.1], [0.0, -0.2, -0.1], [0.6, 0.0, 0.1], [0.0, -0.1, -0.1], [0.0, 0.2, 0.0], [0.5, 0.0, -0.5], [0.1, 0.0, 0.3], [0.1, 0.0, 0.0], [-0.1, -0.1, 0.0], [-1.1, 0.1, -1.1], [0.2, -0.1, 0.0], [0.1, -0.2, 0.1]],
  "nbo_charge": [-0.399, 0.202, 0.211, -0.095, 0.188, -0.406, 0.212, 0.217, 0.174, -0.215, -0.217, -0.606, 0.213, 0.198, -0.609, 0.201, 0.209, 0.160, 0.167, 0.195]
}

5.
{
  "formula": "C6H13N",
  "method": "wB97M-V/def2-TZVPD",
  "e_tot_ha": -291.12625,
  "homo_lumo_gap_ev": 9.84,
  "total_charge": 0,
  "e_lumo_ev": 1.0917,
  "de_lowest_ev": 0.884,
  "smiles": "C[C@H]1N(C)C1(C)C",
  "elements": ["H", "H", "H", "C", "H", "N", "H", "H", "H", "H", "C", "C", "H", "C", "C", "H", "H", "H", "H", "C"],
  "xyz": [[1.492281, -1.077643, 1.498629], [-0.789935, -2.284292, 0.667134], [-0.759808, 2.425341, 1.342602], [-0.642728, 0.386827, 0.662013], [1.597861, -1.894523, -0.070291], [-0.795208, -0.467798, -0.498241], [1.412857, 1.954567, -0.603309], [1.986738, 0.657514, -1.658092], [0.356671, 1.315079, -1.883262], [2.594849, -0.482477, 0.260736], [1.602329, -0.914544, 0.422350], [-1.266032, 1.759528, 0.633999], [-2.258399, -1.916134, -0.264384], [1.105780, 1.045499, -1.135654], [-1.164455, -1.851911, -0.275647], [-1.186510, 2.195630, -0.364903], [-2.327543, 1.721327, 0.900678], [-0.805034, -2.470639, -1.104858], [-0.699924, -0.119416, 1.632230], [0.546216, 0.018069, -0.161736]],
  "atomic_forces_ev_per_a": [[-0.1, 0.0, -0.2], [0.0, 0.1, -0.1], [-0.1, -0.1, -0.1], [0.0, 0.1, 0.2], [0.0, 0.1, 0.0], [-0.1, -0.1, -0.1], [0.0, -0.1, -0.1], [-0.1, 0.0, 0.0], [0.1, 0.0, 0.1], [-0.1, -0.1, 0.1], [0.0, -0.1, 0.0], [0.0, 0.1, 0.0], [0.2, 0.0, 0.0], [0.0, 0.0, 0.0], [0.0, -0.2, 0.0], [0.0, -0.1, 0.1], [0.1, 0.0, 0.0], [0.0, 0.1, 0.1], [0.0, 0.1, -0.2], [0.2, 0.1, 0.0]],
  "nbo_charge": [0.213, 0.168, 0.208, -0.069, 0.214, -0.416, 0.209, 0.209, 0.226, 0.219, -0.631, -0.619, 0.205, -0.616, -0.416, 0.218, 0.213, 0.199, 0.180, 0.084]
}

6.
{
  "formula": "C6H13N",
  "method": "wB97M-V/def2-TZVPD",
  "e_tot_ha": -291.03972,
  "homo_lumo_gap_ev": 9.99,
  "total_charge": 0,
  "e_lumo_ev": 1.0734,
  "de_lowest_ev": 3.239,
  "smiles": "C=C(C)CCCN",
  "elements": ["H", "N", "H", "H", "H", "H", "H", "C", "C", "H", "C", "H", "H", "H", "H", "H", "C", "H", "C", "C"],
  "xyz": [[0.398394, -1.320542, -2.490750], [1.832978, 1.821715, 1.907854], [0.327663, 1.144559, -0.223341], [-0.589493, -0.050685, -3.013630], [0.396951, -1.624243, 0.341322], [-3.118223, -0.868074, -2.141257], [2.105460, 1.658288, 2.833147], [1.592946, 0.376221, 1.300564], [-2.439799, -0.995335, -1.316121], [0.292149, 0.421074, -1.957864], [0.069937, 0.482669, 0.659935], [1.730657, -0.202622, 2.160364], [-0.345020, 1.005713, 1.533235], [1.115624, 2.454052, 2.026979], [-2.859677, -1.045255, -0.323739], [2.397450, 0.271007, 0.485308], [-0.460186, -0.878214, 0.269542], [-1.187361, -1.230464, 1.105376], [-1.056313, -0.902711, -1.059180], [-0.204139, -0.517153, -2.097744]],
  "atomic_forces_ev_per_a": [[1.0, -0.1, 0.2], [2.2, -2.9, -1.7], [-1.1, -0.5, 1.2], [-1.5, -1.0, -0.2], [-0.9, 0.8, -0.3], [0.7, 0.0, -0.6], [0.9, -0.2, 1.5], [-0.9, 4.7, -2.1], [3.6, 0.2, 3.5], [1.7, 0.0, 1.2], [4.3, 0.4, 0.9], [-0.1, -1.8, 0.7], [-1.0, -0.2, -0.9], [-2.5, 1.2, -0.6], [-1.2, -0.5, 0.0], [-1.3, -0.3, 1.3], [-0.4, -1.8, 3.0], [1.0, 0.5, -1.5], [-6.4, 0.2, -1.4], [1.9, 1.3, -4.3]],
  "nbo_charge": [0.225, -0.866, 0.214, 0.226, 0.216, 0.215, 0.339, -0.201, -0.407, 0.225, -0.408, 0.181, 0.218, 0.347, 0.178, 0.194, -0.459, 0.221, 0.026, -0.685]
}

7.
{
  "formula": "C6H13N",
  "method": "wB97M-V/def2-TZVPD",
  "e_tot_ha": -291.08517,
  "homo_lumo_gap_ev": 10.54,
  "total_charge": 0,
  "e_lumo_ev": 1.1782,
  "de_lowest_ev": 2.002,
  "smiles": "CCCN1C[C@H]1C",
  "elements": ["H", "H", "H", "C", "H", "H", "H", "H", "C", "C", "H", "H", "C", "H", "C", "C", "H", "H", "H", "N"],
  "xyz": [[2.101429, -1.056221, 0.559927], [2.937961, 0.470989, 0.839272], [1.369588, -0.509694, -1.634466], [2.557321, -0.183929, 0.053889], [-0.338951, -0.815634, 1.392813], [-1.137436, 0.740617, 1.549419], [3.392837, -0.582769, -0.524646], [-0.719279, -0.814968, -1.042409], [1.501590, 0.306921, -0.924177], [-0.887447, 0.118937, -0.472806], [-2.677745, -1.107219, 2.264901], [-2.537623, -1.863887, 0.670537], [0.856912, 1.308100, -1.845113], [-1.756497, 0.622628, -0.913212], [-2.496533, -0.907168, 1.204000], [-1.160648, -0.204018, 0.994322], [0.327597, 0.811486, -2.677004], [-3.320620, -0.284645, 0.835632], [1.202659, 2.300788, -2.090117], [0.290711, 0.970938, -0.559045]],
  "atomic_forces_ev_per_a": [[0.1, 0.4, -0.2], [-0.2, 0.3, -0.3], [-0.4, -1.2, 0.8], [0.2, 0.2, -0.1], [-0.1, 0.1, -0.1], [0.0, -0.1, -0.1], [0.1, 0.1, 0.1], [-0.1, 0.2, 0.0], [0.0, -1.1, -0.8], [-0.2, 0.0, 0.0], [0.0, 0.0, -0.2], [0.0, 0.1, 0.1], [0.0, 0.6, -0.1], [0.1, 0.1, 0.1], [-0.1, 0.0, 0.0], [0.0, 0.0, 0.0], [0.5, 0.3, 0.1], [0.1, -0.1, 0.1], [-0.1, 0.3, 0.5], [0.1, -0.3, 0.1]],
  "nbo_charge": [0.212, 0.215, 0.155, -0.606, 0.195, 0.209, 0.214, 0.166, -0.096, -0.215, 0.212, 0.201, -0.214, 0.188, -0.606, -0.399, 0.173, 0.202, 0.198, -0.403]
}

8.
{
  "formula": "C6H13N",
  "method": "wB97M-V/def2-TZVPD",
  "e_tot_ha": -290.80117,
  "spin_multiplicity": 2,
  "homo_lumo_gap_ev": [8.82, 5.00],
  "total_charge": 1,
  "e_lumo_ev": [-4.6021, -8.3095],
  "s_squared": 0.753,
  "de_lowest_ev": 2.110,
  "elements": ["N", "H", "H", "C", "H", "C", "H", "C", "C", "H", "C", "H", "H", "H", "C", "H", "H", "H", "H", "H"],
  "xyz": [[-1.191957, -0.595193, -1.741158], [-1.319249, 2.050222, -2.136317], [-0.987895, 2.648849, -0.639908], [0.904303, -0.567892, 0.887272], [0.405164, 0.777214, -1.473533], [-0.247584, 0.179663, 0.452815], [0.977999, -1.805103, -0.934492], [1.451995, -1.525431, 0.018527], [-0.544212, 0.482071, -1.004685], [-0.485100, 0.985336, 1.155385], [1.340305, -0.314032, 2.269360], [2.160247, -0.936030, 2.596410], [2.344997, -2.063138, 0.262632], [-0.722854, -0.754930, -2.630909], [-1.413729, 1.750800, -1.117074], [0.476831, -0.589310, 2.901624], [-2.438185, 1.489745, -0.915897], [1.615317, 0.725715, 2.412127], [-1.033812, -0.480632, 0.869632], [-1.292590, -1.457920, -1.231816]],
  "atomic_forces_ev_per_a": [[0.7, 0.0, -0.1], [-0.4, 0.0, -1.1], [-0.4, -0.6, 0.6], [-0.1, 0.5, -0.2], [0.1, -0.4, 0.0], [-1.2, -0.1, 0.9], [0.2, 0.5, 0.5], [0.0, -0.5, -0.6], [0.2, 1.0, -0.3], [0.5, 0.5, -0.3], [0.2, -1.0, 0.1], [0.3, -0.2, -0.1], [0.4, -0.2, 0.3], [-0.4, -0.1, 0.2], [1.1, 0.1, -0.1], [0.2, 0.5, 0.0], [-0.4, 0.4, 0.4], [-0.3, 0.3, 0.1], [-0.4, -0.5, -0.3], [-0.1, -0.1, 0.0]],
  "mulliken_spin": [0.014, -0.001, -0.002, 0.191, -0.003, 0.029, 0.049, 0.499, 0.042, 0.012, 0.034, -0.006, 0.016, 0.002, 0.020, 0.018, 0.002, 0.015, 0.072, -0.001]
}